Record 1
An isolated ion of composition C2H2ClN2O2 and charge +1 in a non-equilibrium geometry. Source: OMol25; level of theory: ωB97M-V/def2-TZVPD.

Atoms and positions in Å:
O  1.07  1.18  2.38
C  0.69  0.57  1.48
O  -0.43  -0.37  1.60
N  -0.55  -0.81  0.36
N  0.19  -0.51  -0.55
C  1.17  0.52  0.02
Cl  3.18  0.85  0.15
H  -1.35  -1.32  0.22
H  0.70  1.37  -0.66

As for the SMILES: O=C1O[NH+]=N[C@@H]1Cl. Its energy above the lowest of the compared OMol25 structures with the same formula, charge and spin is 43.07 kcal/mol. The value obtained for the highest occupied orbital energy is -16.6308 eV. The value obtained for the LUMO energy is -0.277 Eh. The molar mass comes out at 121.503 g mol⁻¹. Its net charge is +1. Its HOMO-LUMO gap is 9.089 eV.

***

Record 2
A 2-piece molecular cluster, C2H2ClN3O overall in a non-equilibrium geometry. Source: OMol25; level of theory: ωB97M-V/def2-TZVPD.

Atoms and positions in Å:
N  -1.95  1.10  -2.02
C  -1.97  0.85  -0.87
N  -2.08  0.31  0.19
Cl  -3.10  0.55  1.45
H  -1.32  1.46  -2.80
N  -1.53  -2.02  -1.27
C  -1.35  -1.85  -0.10
O  -1.01  -2.00  1.00
H  -1.81  -1.36  -2.03

As for the SMILES: N=C=NCl.N=C=O. Its energy above the lowest of the compared OMol25 structures with the same formula, charge and spin is 42.37 kcal/mol. The value obtained for the highest occupied orbital energy is -10.0160 eV. The value obtained for the LUMO energy is 0.011 Eh. The molar mass comes out at 119.511 g mol⁻¹. Its HOMO-LUMO gap is 10.320 eV.

***

Record 3
A 2-piece molecular cluster, C2H2ClNS2 overall in a non-equilibrium geometry. Source: OMol25; level of theory: ωB97M-V/def2-TZVPD.

Atoms and positions in Å:
S  2.17  -1.84  -0.47
N  1.71  -0.71  0.49
S  1.26  0.73  0.73
Cl  1.58  2.39  -0.71
C  -2.04  0.34  0.13
C  -1.45  -0.67  -0.08
H  -2.54  1.24  0.02
H  -0.68  -1.47  -0.11

As for the SMILES: S=NSCl.C#C. Its energy above the lowest of the compared OMol25 structures with the same formula, charge and spin is 54.43 kcal/mol. The value obtained for the highest occupied orbital energy is -9.1214 eV. The value obtained for the LUMO energy is -0.070 Eh. The molar mass comes out at 139.632 g mol⁻¹. Its HOMO-LUMO gap is 7.221 eV.

***

Record 4
C2H2F2NaO2 as an isolated structure in a non-equilibrium geometry. Source: OMol25; level of theory: ωB97M-V/def2-TZVPD.

Atoms and positions in Å:
F  0.48  -0.26  1.30
H  -0.87  -2.40  -0.68
O  0.21  -0.74  -1.21
O  1.46  -0.52  0.17
C  -0.78  -1.31  -0.62
C  -1.25  -0.65  0.58
F  -1.57  0.62  0.35
H  -1.82  -1.18  1.35
Na  0.42  1.68  -0.85

The value obtained for the highest occupied orbital energy (alpha / beta) is -14.2372 / -15.0242 eV. The value obtained for the LUMO energy (alpha / beta) is -0.223 / -0.229 Eh. The molar mass comes out at 119.022 g mol⁻¹. Its net charge is +1. Its HOMO-LUMO gap (alpha / beta) is 8.179 / 8.783 eV.

***

Record 5
The molecule C2H2F2O3 in a non-equilibrium geometry. Source: OMol25; level of theory: ωB97M-V/def2-TZVPD.

Atoms and positions in Å:
O  1.51  0.86  -1.45
C  0.21  0.53  -1.04
F  -0.75  0.72  -1.88
C  -0.19  -0.09  0.29
O  0.82  -0.40  1.13
O  -0.96  -1.16  0.01
F  -0.99  0.89  0.91
H  1.45  0.34  1.22
H  -1.12  -1.68  0.81

As for the SMILES: O=C(F)C(O)(O)F. Its energy above the lowest of the compared OMol25 structures with the same formula, charge and spin is 40.67 kcal/mol. The value obtained for the highest occupied orbital energy is -11.5005 eV. The value obtained for the LUMO energy is -0.012 Eh. The molar mass comes out at 112.031 g mol⁻¹. Its HOMO-LUMO gap is 11.174 eV.

***

Record 6
A 2-piece molecular cluster, C2H2F2P overall in a non-equilibrium geometry. Source: OMol25; level of theory: ωB97M-V/def2-TZVPD.

Atoms and positions in Å:
C  -1.56  1.14  0.46
C  -1.14  1.73  1.41
F  -2.86  -0.80  -0.49
F  -1.04  -2.23  1.13
P  -1.74  0.30  -1.01
H  -0.99  -2.89  1.90
H  -0.71  2.12  2.40

Its energy above the lowest of the compared OMol25 structures with the same formula, charge and spin is 46.99 kcal/mol. The value obtained for the highest occupied orbital energy is -17.4466 eV. The value obtained for the LUMO energy is -0.313 Eh. The molar mass comes out at 95.008 g mol⁻¹. Its net charge is +1. Its HOMO-LUMO gap is 8.936 eV.

***

Record 7
A 2-piece molecular cluster, C2H2F2S overall in a non-equilibrium geometry. Source: OMol25; level of theory: ωB97M-V/def2-TZVPD.

Atoms and positions in Å:
C  0.81  -0.61  0.59
C  0.27  0.29  -0.46
F  1.46  -1.70  -0.01
F  -2.63  1.11  -0.67
S  1.65  1.00  0.10
H  0.28  -0.85  1.58
H  -1.84  0.77  -1.13

Its energy above the lowest of the compared OMol25 structures with the same formula, charge and spin is 66.45 kcal/mol. The value obtained for the highest occupied orbital energy is -9.9603 eV. The value obtained for the LUMO energy is -0.039 Eh. The molar mass comes out at 96.101 g mol⁻¹. Its HOMO-LUMO gap is 8.900 eV.

***

Record 8
A 2-piece molecular cluster, C2H2F2S overall in a non-equilibrium geometry. Source: OMol25; level of theory: ωB97M-V/def2-TZVPD.

Atoms and positions in Å:
C  -0.66  0.36  -0.03
C  0.47  -0.50  -0.45
F  -0.41  1.63  -0.36
F  0.39  -1.83  -0.26
S  -2.04  -0.14  0.64
H  1.05  0.52  1.58
H  1.21  -0.05  -1.12

Its energy above the lowest of the compared OMol25 structures with the same formula, charge and spin is 92.80 kcal/mol. The value obtained for the highest occupied orbital energy (alpha / beta) is -9.4025 / -9.5663 eV. The value obtained for the LUMO energy (alpha / beta) is -0.035 / -0.071 Eh. The molar mass comes out at 96.101 g mol⁻¹. Its HOMO-LUMO gap (alpha / beta) is 8.462 / 7.641 eV.

***

Record 9
A 2-piece molecular cluster, C2H2F2S overall in a non-equilibrium geometry. Source: OMol25; level of theory: ωB97M-V/def2-TZVPD.

Atoms and positions in Å:
C  0.68  -0.48  0.25
C  1.18  0.94  0.56
F  -0.19  -0.75  -0.74
F  -2.18  1.07  -0.27
S  2.40  0.05  -0.10
H  0.73  -1.26  1.12
H  -2.62  0.42  -0.82

Its energy above the lowest of the compared OMol25 structures with the same formula, charge and spin is 71.20 kcal/mol. The value obtained for the highest occupied orbital energy is -9.2929 eV. The value obtained for the LUMO energy is -0.018 Eh. The molar mass comes out at 96.101 g mol⁻¹. Its HOMO-LUMO gap is 8.808 eV.

***

Record 10
A 2-piece molecular cluster, C2H2F3NO2 overall in a non-equilibrium geometry. Source: OMol25; level of theory: ωB97M-V/def2-TZVPD.

Atoms and positions in Å:
C  -1.32  0.09  1.32
N  -0.81  0.57  0.39
O  -0.11  1.11  -0.47
H  -1.92  -0.16  2.22
O  2.50  0.84  -1.13
C  2.75  0.01  -0.17
F  1.96  -1.18  -0.14
F  4.04  -0.28  -0.19
F  2.46  0.49  1.10
H  1.62  1.26  -1.16

As for the SMILES: C#[N+][O-].OC(F)(F)F. Its energy above the lowest of the compared OMol25 structures with the same formula, charge and spin is 72.55 kcal/mol. The value obtained for the highest occupied orbital energy is -10.8668 eV. The value obtained for the LUMO energy is 0.024 Eh. The molar mass comes out at 129.037 g mol⁻¹. Its HOMO-LUMO gap is 11.519 eV.